C70H140O28 | ωB97M-V with the def2-TZVPD basis set

Each line ends with the Mulliken charge.
Cartesian coordinates (Å):
O1 -18.187 5.632 26.566  -0.29
O2 -21.247 1.013 27.830  -0.01
O3 -20.241 -8.745 23.008  -0.61
O4 -13.817 0.967 25.963  -0.42
O5 -19.765 -0.765 32.036  0.24
O6 -19.523 2.051 23.421  -0.30
O7 -25.157 0.591 27.324  -0.53
O8 -16.985 -1.919 28.502  -0.16
O9 -13.132 -2.213 27.896  -0.63
O10 -19.584 -7.257 30.652  0.06
O11 -15.618 -0.378 25.622  -0.72
O12 -17.962 3.710 23.226  -0.61
O13 -18.056 -1.037 33.469  -0.65
O14 -16.649 -8.726 25.095  -0.48
O15 -20.736 -8.213 27.463  -0.26
O16 -11.948 -2.888 26.067  -0.30
O17 -19.181 -12.452 29.579  -0.60
O18 -19.999 4.538 25.957  -0.66
O19 -14.967 -5.976 24.278  -0.44
O20 -21.783 -4.072 26.521  -0.37
O21 -12.913 3.043 34.052  -0.55
O22 -17.265 -9.563 33.445  -0.59
O23 -21.785 -7.290 30.311  -0.57
O24 -18.452 -3.968 22.899  -0.63
O25 -15.918 3.980 30.712  -0.39
O26 -28.648 -0.929 27.258  -0.55
O27 -24.027 1.572 30.688  -0.60
O28 -19.170 -2.123 29.027  -0.35
C1 -13.028 -2.882 26.922  0.21
C2 -21.366 -2.250 31.434  -0.73
C3 -23.009 2.153 30.295  0.67
C4 -19.114 4.751 26.743  0.73
C5 -19.169 -9.319 22.810  1.07
C6 -16.938 -11.875 29.786  -1.04
C7 -27.098 -1.280 25.491  -0.59
C8 -21.938 0.677 26.913  0.95
C9 -18.893 -10.770 23.183  -1.20
C10 -15.628 -7.919 32.956  -1.13
C11 -22.594 -9.697 27.205  -1.16
C12 -18.413 -12.388 31.793  -0.90
C13 -28.263 -1.670 26.372  0.77
C14 -17.265 -6.917 26.437  1.19
C15 -23.108 3.111 29.161  -0.51
C16 -18.898 4.014 28.083  -0.24
C17 -15.026 -5.390 23.201  0.87
C18 -20.536 -9.341 30.975  -0.95
C19 -19.886 -5.507 24.059  0.52
C20 -18.229 6.520 25.425  -0.22
C21 -20.353 -10.268 26.153  -1.26
C22 -14.417 1.531 33.059  -0.50
C23 -9.690 -2.199 25.583  -1.39
C24 -22.556 -4.636 27.318  0.64
C25 -22.449 -0.739 26.607  -0.47
C26 -18.260 -12.225 30.349  0.99
C27 -20.781 -7.869 30.545  0.53
C28 -18.009 -7.296 33.660  -0.75
C29 -14.853 5.479 29.250  -1.19
C30 -13.345 1.940 33.999  0.57
C31 -20.008 -2.134 32.045  -0.16
C32 -12.887 0.804 34.960  -1.10
C33 -16.321 -7.995 26.010  0.45
C34 -20.480 -2.984 23.740  -0.47
C35 -15.283 -3.962 22.908  -0.47
C36 -18.527 1.201 23.965  -0.03
C37 -17.146 0.092 29.864  0.51
C38 -19.549 -5.926 30.088  0.45
C39 -26.603 1.067 29.186  -1.51
C40 -21.149 -9.252 26.987  0.59
C41 -25.579 0.240 28.424  1.01
C42 -13.847 -0.395 24.043  -0.96
C43 -18.807 1.165 32.828  -0.93
C44 -18.152 -5.432 30.339  -0.38
C45 -14.136 -3.770 26.480  0.25
C46 -24.972 -0.869 29.219  -0.49
C47 -22.297 1.662 25.846  -1.05
C48 -20.276 4.044 22.454  -1.24
C49 -14.317 1.543 27.165  0.84
C50 -21.690 1.981 31.016  -0.46
C51 -18.766 -0.324 32.825  0.60
C52 -18.363 -2.850 26.861  1.70
C53 -18.252 -2.245 28.257  -0.03
C54 -18.078 -8.627 22.041  -1.09
C55 -15.330 5.024 30.621  0.94
C56 -19.516 -4.082 23.487  0.42
C57 -15.064 5.811 31.839  -1.28
C58 -18.221 1.465 25.418  1.70
C59 -14.536 0.002 25.329  0.95
C60 -22.363 -4.383 28.812  0.30
C61 -10.894 -1.926 26.442  0.14
C62 -14.859 -6.166 21.912  -1.18
C63 -19.107 3.277 23.073  0.86
C64 -23.654 -5.616 26.958  -1.74
C65 -16.998 -8.384 33.327  1.02
C66 -28.802 -3.059 26.242  -1.16
C67 -13.130 2.181 27.832  -1.25
C68 -16.803 6.705 24.997  -1.09
C69 -16.646 -1.298 29.798  -1.06
C70 -14.964 -8.242 26.705  -1.37
H1 -17.367 -5.878 29.773  0.39
H2 -18.837 5.981 24.706  0.15
H3 -12.542 2.857 27.136  0.29
H4 -8.964 -1.385 25.777  0.39
H5 -26.139 1.388 30.166  0.35
H6 -10.641 -1.934 27.507  0.34
H7 -17.944 -5.742 31.339  -0.04
H8 -15.122 2.244 26.903  0.07
H9 -27.206 -0.193 25.406  0.26
H10 -17.585 1.196 23.325  0.32
H11 -13.312 2.840 28.668  0.24
H12 -24.591 -5.165 27.196  0.45
H13 -17.978 -6.733 25.597  -0.44
H14 -22.528 -1.327 27.479  -0.51
H15 -16.789 7.352 24.094  0.38
H16 -16.342 5.776 24.894  0.27
H17 -14.532 -9.163 26.336  0.35
H18 -15.073 -8.761 32.551  0.32
H19 -14.948 5.166 32.679  0.30
H20 -13.674 0.023 34.943  0.29
H21 -12.859 0.196 23.908  0.23
H22 -29.295 -3.185 25.262  0.32
H23 -17.893 -10.816 23.652  0.25
H24 -18.798 -7.706 34.317  0.34
H25 -20.810 -2.893 24.822  -0.31
H26 -21.326 -1.832 30.418  -0.25
H27 -19.732 3.369 28.407  -0.23
H28 -15.149 -8.254 27.788  0.40
H29 -14.846 0.783 27.663  -0.33
H30 -27.393 0.332 29.558  0.36
H31 -9.224 -3.175 25.646  0.31
H32 -15.225 4.911 28.417  0.13
H33 -18.668 1.573 31.818  0.03
H34 -16.680 0.429 30.805  0.05
H35 -21.727 2.613 26.004  -0.10
H36 -16.268 -3.784 22.421  0.29
H37 -27.191 -1.807 24.485  0.43
H38 -18.926 0.180 23.866  -0.15
H39 -14.179 6.433 31.779  0.40
H40 -25.559 -1.795 28.886  0.43
H41 -21.915 1.681 32.028  0.43
H42 -21.763 -1.294 25.907  -0.07
H43 -19.878 -2.528 33.070  0.54
H44 -15.857 -7.083 32.277  0.23
H45 -19.069 1.187 26.070  -0.17
H46 -22.044 1.284 24.823  0.46
H47 -23.725 -5.753 25.908  0.44
H48 -20.779 -10.183 25.160  0.33
H49 -15.117 -7.563 33.821  0.38
H50 -17.067 -11.555 28.741  0.26
H51 -17.055 -1.859 30.632  0.23
H52 -18.569 -11.408 32.321  0.07
H53 -18.322 -7.587 21.951  0.22
H54 -17.497 -12.862 32.128  0.41
H55 -21.616 -3.335 31.379  0.37
H56 -21.115 2.931 31.027  0.37
H57 -15.017 -3.162 26.099  -0.55
H58 -19.221 -2.685 31.487  -0.12
H59 -15.916 -6.483 21.628  0.11
H60 -20.793 3.481 21.640  0.35
H61 -21.527 -9.795 30.815  0.36
H62 -14.374 -5.756 21.027  0.45
H63 -20.084 5.110 22.244  0.35
H64 -23.640 3.943 29.564  0.60
H65 -20.057 -2.044 23.451  0.12
H66 -18.753 4.683 28.956  0.55
H67 -13.792 5.589 29.210  0.44
H68 -19.103 -2.190 26.284  -0.35
H69 -14.456 0.463 32.933  0.40
H70 -20.019 -5.970 29.117  0.13
H71 -18.826 -3.844 26.971  -0.37
H72 -23.877 -0.850 28.969  -0.40
H73 -16.478 -11.082 30.432  0.17
H74 -17.448 -6.511 34.150  0.46
H75 -19.272 -13.049 31.987  0.29
H76 -26.960 1.867 28.587  0.33
H77 -18.090 -4.312 30.246  -0.48
H78 -16.633 -6.020 26.717  -0.38
H79 -18.039 1.445 33.543  0.36
H80 -18.748 7.372 25.833  0.37
H81 -22.179 3.488 28.701  -0.23
H82 -21.038 1.296 30.558  -0.15
H83 -18.704 -11.268 22.177  0.41
H84 -15.308 1.873 33.569  0.17
H85 -18.063 2.523 25.608  -0.31
H86 -21.453 -3.843 28.935  -0.81
H87 -15.579 -1.230 29.779  0.56
H88 -19.747 1.604 33.101  0.36
H89 -14.369 -7.099 22.243  0.32
H90 -11.990 0.310 34.724  0.31
H91 -18.479 -6.973 32.760  -0.19
H92 -19.564 -6.324 23.428  -0.13
H93 -12.830 1.287 35.934  0.31
H94 -14.553 -4.382 27.275  0.30
H95 -17.683 -7.232 27.377  0.16
H96 -22.841 -10.005 28.222  0.25
H97 -15.280 6.484 29.026  0.39
H98 -17.920 3.472 28.079  -0.10
H99 -17.932 -9.137 21.076  0.49
H100 -13.814 -4.386 25.692  0.43
H101 -22.178 -5.241 29.364  0.87
H102 -20.995 -5.506 24.106  0.29
H103 -23.701 2.598 28.380  -0.06
H104 -16.253 7.226 25.869  0.26
H105 -26.161 -1.539 25.958  -0.04
H106 -22.851 -10.621 26.591  0.38
H107 -23.157 -3.621 29.206  0.03
H108 -20.216 -9.336 32.017  0.35
H109 -21.060 4.085 23.172  0.30
H110 -12.568 1.254 28.206  0.27
H111 -14.225 -7.376 26.616  0.16
H112 -16.860 0.655 28.988  0.08
H113 -17.152 -8.687 22.563  0.26
H114 -25.165 -0.619 30.253  0.44
H115 -21.354 -3.207 23.223  0.58
H116 -14.581 -0.116 23.284  0.34
H117 -9.896 -2.056 24.525  0.32
H118 -14.524 -3.602 22.170  0.46
H119 -23.416 -0.755 26.115  0.49
H120 -23.520 -6.562 27.466  0.21
H121 -17.334 0.943 25.736  -0.84
H122 -14.363 2.098 32.108  0.07
H123 -15.374 -3.386 23.856  -0.24
H124 -27.920 -3.777 26.287  0.20
H125 -17.368 -2.841 26.338  -0.55
H126 -19.297 -10.009 26.147  0.25
H127 -29.414 -3.290 27.047  0.38
H128 -20.569 -11.292 26.478  0.52
H129 -18.192 0.053 30.003  -0.35
H130 -19.894 -9.826 30.233  0.05
H131 -16.262 -12.746 29.812  0.40
H132 -23.399 1.837 25.861  0.30
H133 -19.604 -5.455 25.157  -0.48
H134 -13.596 -1.418 23.943  0.20
H135 -15.884 6.520 31.939  0.31
H136 -22.139 -1.710 31.983  0.49
H137 -11.218 -0.898 26.410  0.11
H138 -23.327 -8.966 26.802  0.28
H139 -19.609 -11.334 23.796  0.30
H140 -20.295 -5.274 30.613  -0.16

Results
E_HOMO in Eh: -0.3388
Orbital gap in eV: 9.651
DFT total energy in Ha: -4857.84896
Spin multiplicity: 1

C70H152N8O9 | ωB97M-V with the def2-TZVPD basis set

Each line ends with the Mulliken charge.
Cartesian coordinates (Å):
O1 -1.609 4.772 -2.954  -0.32
O2 -0.824 3.155 7.060  -0.50
O3 0.816 -2.247 -4.811  -0.51
O4 2.007 0.287 -3.786  0.55
O5 -3.621 -2.169 0.047  1.57
O6 6.227 -4.269 0.987  -0.51
O7 1.619 1.395 -1.083  2.16
O8 3.652 3.258 -0.542  -0.65
O9 -3.709 -3.351 4.070  -0.61
N1 5.177 -4.068 0.054  -0.05
N2 -1.431 2.842 5.882  0.03
N3 3.974 3.203 0.863  1.31
N4 1.035 -3.483 -4.204  1.12
N5 -1.557 5.511 -1.800  0.59
N6 0.541 2.978 -3.405  -0.13
N7 -3.089 -3.666 2.763  1.32
N8 -4.909 -1.580 -0.217  -0.06
C1 -1.683 -3.302 2.884  1.02
C2 0.024 -0.324 -0.301  0.63
C3 3.211 -2.233 -1.130  2.18
C4 6.375 3.465 -0.046  -1.56
C5 -4.855 -0.129 0.059  2.04
C6 0.730 2.142 4.651  -0.33
C7 -1.336 2.880 3.480  -1.32
C8 1.682 -4.396 -5.210  1.13
C9 -1.176 2.074 -4.960  -1.89
C10 0.742 -6.305 -3.685  -1.33
C11 -4.129 -1.791 -2.638  -1.68
C12 -4.931 -4.955 2.155  -1.67
C13 4.232 5.705 0.515  -1.83
C14 -0.236 -3.950 -3.518  1.40
C15 5.645 -3.163 -1.013  2.07
C16 0.156 -5.259 -2.768  -0.23
C17 -2.763 -5.234 0.998  -1.08
C18 -0.789 7.207 -3.200  -1.79
C19 -4.722 -0.051 1.649  -2.22
C20 5.587 4.282 3.054  -0.65
C21 -2.110 1.565 5.945  1.48
C22 -6.210 0.430 -0.287  -1.16
C23 -5.537 -3.557 -1.462  -2.04
C24 4.105 4.675 2.857  -0.81
C25 -3.694 4.442 -0.999  -2.05
C26 -3.064 -6.114 3.332  -2.06
C27 -2.116 1.537 3.393  3.16
C28 3.612 -5.001 1.600  -2.02
C29 3.098 -3.800 -5.450  -1.42
C30 -1.863 6.876 -2.208  1.03
C31 4.230 -2.533 1.880  -1.46
C32 -1.753 7.771 -0.933  -0.97
C33 -0.973 -4.091 4.051  -1.84
C34 3.405 0.554 -3.850  -0.61
C35 -1.455 3.457 -0.573  -0.78
C36 5.404 2.740 0.995  1.69
C37 -6.589 0.156 -1.705  -0.70
C38 -0.461 3.066 4.729  2.27
C39 4.420 -2.801 -1.877  -1.49
C40 6.637 -4.012 -1.858  -2.30
C41 5.350 1.276 0.565  -2.36
C42 -5.316 -2.019 -1.605  1.41
C43 5.797 2.857 2.494  -1.41
C44 -3.433 -5.013 2.312  2.00
C45 -1.233 -5.034 1.018  -0.32
C46 -1.185 0.368 6.202  -1.21
C47 6.310 -1.891 -0.432  -1.15
C48 -3.611 0.527 -0.616  -0.37
C49 -1.003 -3.633 1.566  0.97
C50 3.677 4.529 1.376  1.25
C51 1.131 0.907 -4.740  -1.35
C52 -2.217 4.818 -0.699  2.32
C53 -1.646 -1.789 3.146  -1.31
C54 2.851 -3.287 -0.053  -0.03
C55 0.024 1.775 -4.087  2.21
C56 0.794 0.961 0.021  2.06
C57 1.950 -5.777 -4.409  -0.89
C58 0.050 4.542 4.934  -1.80
C59 -0.441 -2.834 -2.503  -0.77
C60 3.977 -3.700 0.879  2.37
C61 -2.032 5.760 0.559  -0.37
C62 -3.085 1.659 7.217  -1.87
C63 -3.262 6.989 -2.936  -1.56
C64 -6.647 -1.343 -1.975  -1.04
C65 1.636 0.725 1.243  0.50
C66 -1.490 -4.001 -4.354  -1.51
C67 -2.954 1.327 4.685  -1.57
C68 2.116 4.634 1.285  -1.41
C69 -2.534 7.188 0.222  -1.12
C70 0.805 -4.535 -6.493  -1.64
H1 -0.390 1.127 -3.304  -1.23
H2 0.042 -3.690 4.086  0.43
H3 -0.784 -0.097 5.316  0.16
H4 -7.566 0.574 -1.857  0.52
H5 -6.293 -3.763 -0.746  0.51
H6 0.782 -1.089 -0.407  -0.20
H7 3.975 6.638 1.033  0.45
H8 -0.008 -5.218 -6.240  0.37
H9 -4.086 6.693 -2.294  0.34
H10 0.237 7.092 -2.785  0.31
H11 -0.629 -1.451 3.070  0.74
H12 1.830 4.539 0.219  0.31
H13 3.638 -5.812 0.898  0.54
H14 3.825 5.546 -0.481  0.25
H15 -2.533 7.799 1.092  0.47
H16 2.012 -3.015 0.581  -0.81
H17 1.422 -1.663 -4.329  0.05
H18 -3.636 -2.466 0.957  -0.98
H19 1.425 2.572 3.953  -0.61
H20 2.592 -4.989 1.968  0.14
H21 -0.986 2.795 -5.707  0.42
H22 -3.774 2.493 7.237  0.47
H23 5.330 5.690 0.465  0.41
H24 -0.752 -5.694 -2.351  0.38
H25 1.013 -7.224 -3.169  0.48
H26 0.806 4.680 5.727  0.35
H27 -4.456 -2.737 3.856  0.28
H28 -2.100 -1.431 4.065  0.78
H29 -0.899 6.562 -4.097  0.33
H30 -3.161 -1.908 -2.159  0.15
H31 -6.938 -0.142 0.356  0.36
H32 -3.934 3.479 -0.515  0.25
H33 0.034 -6.579 -4.423  0.47
H34 5.755 -1.447 0.374  0.06
H35 5.725 3.672 -0.865  0.43
H36 3.873 0.352 -2.880  -0.25
H37 6.549 -1.093 -1.137  0.28
H38 -0.372 3.673 -0.388  -0.13
H39 -3.451 8.013 -3.290  0.44
H40 -3.810 -6.855 3.088  0.60
H41 2.475 -4.163 -0.493  0.28
H42 -2.365 -4.383 -3.795  0.27
H43 0.553 -3.519 -6.857  0.21
H44 7.158 2.786 -0.353  0.42
H45 5.007 1.182 -0.467  0.46
H46 6.461 -5.177 0.820  0.38
H47 -1.405 -2.929 0.826  -1.40
H48 -0.768 5.213 5.205  0.44
H49 -1.723 -0.410 6.728  0.45
H50 -5.104 -3.972 1.702  -0.10
H51 4.244 -5.240 2.419  0.49
H52 1.605 3.817 1.828  -0.46
H53 -0.962 5.858 0.708  0.10
H54 -3.268 0.263 4.748  0.25
H55 -3.779 0.839 7.232  0.44
H56 -4.558 -3.869 -1.142  0.15
H57 4.641 -2.019 -2.647  0.62
H58 -2.064 -6.533 3.272  0.37
H59 -0.835 4.154 -2.935  0.35
H60 4.041 -3.666 -2.451  -0.31
H61 -0.673 -0.620 0.516  -0.32
H62 -3.234 6.381 -3.831  0.32
H63 0.868 -5.025 -2.004  -0.48
H64 3.460 -2.523 2.653  0.34
H65 3.426 4.068 3.527  -0.11
H66 -5.227 -5.780 1.521  0.52
H67 3.855 5.703 3.139  0.51
H68 6.814 4.404 0.368  0.29
H69 1.070 3.600 -4.016  0.26
H70 -0.692 7.897 -0.650  0.30
H71 -0.206 2.428 7.212  0.44
H72 -2.734 -0.115 -0.495  -0.71
H73 0.449 1.178 4.203  -0.37
H74 4.143 -1.541 1.463  -0.16
H75 1.414 -5.045 -7.255  0.48
H76 -5.885 0.642 -2.427  0.29
H77 7.487 -4.328 -1.242  0.48
H78 3.544 1.620 -4.120  0.42
H79 -7.546 -1.731 -1.446  0.32
H80 7.031 -3.458 -2.698  0.36
H81 -4.253 -2.382 -3.553  0.63
H82 -2.559 1.766 8.220  0.29
H83 -3.796 4.419 -2.068  0.55
H84 -1.519 -3.863 5.037  0.32
H85 -0.870 -5.225 0.040  -0.26
H86 -1.590 2.817 -1.448  0.57
H87 -0.901 -5.175 3.897  0.31
H88 -3.808 0.707 -1.673  0.54
H89 -1.817 2.858 0.261  -0.75
H90 -3.215 -4.576 0.289  -0.48
H91 3.782 -4.602 -5.726  0.40
H92 2.200 -0.197 1.131  -0.52
H93 2.828 -5.567 -3.800  0.24
H94 1.740 5.578 1.670  0.91
H95 3.326 -3.325 -4.483  0.03
H96 -0.691 -5.749 1.669  0.50
H97 -4.741 0.968 1.991  0.78
H98 -1.900 2.576 -4.302  0.43
H99 0.051 -3.355 1.622  0.42
H100 -2.110 3.649 3.505  0.42
H101 -0.539 -0.243 -1.257  -0.45
H102 3.148 -3.087 -6.219  0.41
H103 -0.722 -1.839 -2.954  0.12
H104 -3.288 -5.802 4.368  0.27
H105 1.766 0.698 -1.736  -1.07
H106 -1.479 -4.759 -5.126  0.36
H107 -3.420 1.384 -0.047  -0.57
H108 1.727 1.477 -5.453  0.38
H109 5.967 4.335 4.083  0.47
H110 4.744 0.607 1.209  -0.11
H111 3.014 2.534 -0.617  -0.22
H112 -0.905 8.293 -3.556  0.40
H113 -2.914 -6.272 0.737  0.75
H114 3.893 -0.083 -4.588  0.26
H115 0.502 -2.685 -2.036  -0.36
H116 -5.496 -4.913 3.059  0.41
H117 -6.319 1.477 0.062  0.32
H118 -5.852 -3.906 -2.448  0.47
H119 -3.922 1.891 4.658  0.44
H120 -0.358 0.627 6.876  0.24
H121 0.643 4.855 4.094  0.23
H122 -1.258 -3.090 -1.840  -0.01
H123 1.251 1.970 5.577  0.53
H124 -2.503 5.349 1.461  0.27
H125 5.287 2.092 3.089  0.33
H126 -6.826 -1.455 -3.089  0.27
H127 6.870 2.691 2.562  0.42
H128 2.363 -2.036 -1.771  -0.15
H129 -1.738 -3.041 -4.780  0.41
H130 2.232 -6.569 -5.157  0.37
H131 -4.183 -0.756 -3.024  0.37
H132 -3.522 7.109 -0.181  0.40
H133 0.067 1.746 0.260  -0.86
H134 1.121 2.731 -2.643  -0.36
H135 -0.925 3.056 2.512  0.18
H136 -4.470 5.111 -0.630  0.29
H137 5.255 -2.592 2.303  0.37
H138 -1.530 1.150 -5.404  0.42
H139 6.201 5.007 2.466  0.31
H140 -3.785 -0.481 1.991  0.08
H141 0.639 0.080 -5.222  0.24
H142 -2.104 -1.307 2.265  -1.04
H143 -2.698 1.478 2.491  -1.17
H144 7.241 -2.225 0.088  0.37
H145 -5.486 -0.677 2.063  0.72
H146 3.463 -1.274 -0.690  -1.18
H147 2.299 1.612 1.499  -0.32
H148 6.087 -4.828 -2.199  0.48
H149 -2.149 8.739 -1.244  0.46
H150 -1.398 0.694 3.270  -1.57
H151 0.934 0.623 2.068  -0.72
H152 6.367 0.991 0.540  0.96

Results
SMILES: CC1(C)CCCC(C)(C)N1O.CC1(C)CCCC(C)(C)N1O.CC1(C)CCCC(C)(C)N1O.CC1(C)CCCC(C)(C)N1O.CC1(C)CCCC(C)(C)N1O.CC1(C)CCCC(C)(C)N1O.CC1(C)CCCC(C)(C)N1O.COC[C@H](C)N.CC(C)O
E_HOMO in Eh: -0.2822
Orbital gap in eV: 8.197
DFT total energy in Ha: -3873.19845
Spin multiplicity: 1